# 1
{"formula": "C28H59F3NbO15", "method": "wB97M-V/def2-TZVPD", "elements": ["C", "C", "C", "C", "C", "C", "C", "Nb", "C", "F", "F", "F", "H", "H", "H", "H", "H", "H", "H", "H", "H", "H", "H", "H", "H", "H", "H", "H", "H", "H", "H", "C", "C", "O", "C", "O", "O", "C", "H", "H", "H", "H", "H", "H", "H", "H", "C", "C", "O", "C", "O", "O", "C", "H", "H", "H", "H", "H", "H", "H", "H", "C", "C", "O", "C", "O", "O", "C", "H", "H", "H", "H", "H", "H", "H", "H", "C", "C", "O", "C", "O", "O", "C", "H", "H", "H", "H", "H", "H", "H", "H", "C", "C", "O", "C", "O", "O", "C", "H", "H", "H", "H", "H", "H", "H", "H"], "xyz": [[-8.293, 6.029, 3.264], [-8.332, 4.875, 2.236], [-7.003, 4.618, 1.507], [-6.657, 3.125, 1.431], [-6.113, 2.607, 2.787], [-4.912, 1.653, 2.661], [-5.217, 0.219, 3.143], [-5.561, 0.006, 5.398], [-6.231, -2.223, 5.142], [-6.191, -2.663, 3.837], [-7.513, -2.506, 5.570], [-5.425, -3.119, 5.822], [-9.005, 6.814, 3.021], [-7.306, 6.478, 3.316], [-8.550, 5.656, 4.251], [-9.103, 5.116, 1.504], [-8.674, 3.979, 2.748], [-6.214, 5.152, 2.035], [-7.063, 5.038, 0.502], [-7.602, 2.616, 1.242], [-5.955, 2.948, 0.621], [-6.919, 2.084, 3.290], [-5.815, 3.461, 3.390], [-4.498, 1.658, 1.649], [-4.128, 2.031, 3.316], [-4.359, -0.419, 2.910], [-6.091, -0.174, 2.615], [-7.316, 0.568, 5.183], [-5.769, -0.113, 7.216], [-3.797, -0.456, 5.632], [-5.180, 1.789, 5.590], [0.819, -4.975, 0.524], [0.218, -3.630, 0.174], [-1.208, -3.645, 0.271], [-1.691, -3.533, 1.519], [-1.023, -3.406, 2.512], [-3.010, -3.586, 1.453], [-3.691, -3.517, 2.722], [0.368, -5.763, -0.082], [1.896, -4.970, 0.350], [0.640, -5.220, 1.571], [0.434, -3.377, -0.864], [0.626, -2.838, 0.802], [-3.371, -2.651, 3.300], [-3.515, -4.432, 3.286], [-4.743, -3.436, 2.508], [7.637, -3.829, -0.834], [6.221, -3.908, -0.304], [5.330, -4.498, -1.264], [5.366, -5.826, -1.339], [6.049, -6.559, -0.675], [4.505, -6.207, -2.286], [4.478, -7.619, -2.512], [7.654, -3.310, -1.794], [8.272, -3.291, -0.132], [8.053, -4.825, -0.984], [5.824, -2.912, -0.124], [6.174, -4.462, 0.632], [4.333, -8.160, -1.581], [5.401, -7.941, -2.992], [3.639, -7.803, -3.177], [0.062, 3.881, 4.743], [-1.219, 4.638, 4.466], [-2.264, 4.248, 5.361], [-2.224, 4.792, 6.573], [-1.418, 5.600, 6.966], [-3.235, 4.295, 7.274], [-3.308, 4.740, 8.626], [-0.125, 2.807, 4.730], [0.813, 4.118, 3.988], [0.462, 4.140, 5.722], [-1.594, 4.399, 3.472], [-1.067, 5.716, 4.518], [-3.291, 5.826, 8.682], [-2.486, 4.322, 9.206], [-4.251, 4.367, 9.014], [4.676, -4.191, -4.652], [5.428, -3.198, -5.510], [4.670, -2.797, -6.665], [3.739, -1.874, -6.437], [3.513, -1.336, -5.385], [3.109, -1.629, -7.586], [2.041, -0.682, -7.482], [4.356, -5.043, -5.254], [5.307, -4.543, -3.847], [3.787, -3.737, -4.216], [6.334, -3.650, -5.910], [5.720, -2.317, -4.937], [2.380, 0.237, -7.008], [1.213, -1.107, -6.917], [1.721, -0.472, -8.498], [6.902, 0.479, -7.394], [5.984, 1.162, -6.403], [6.459, 2.472, -6.056], [6.196, 3.425, -6.944], [5.586, 3.294, -7.973], [6.718, 4.566, -6.492], [6.547, 5.680, -7.371], [7.925, 0.465, -7.016], [6.574, -0.547, -7.566], [6.905, 1.004, -8.348], [5.958, 0.606, -5.468], [4.964, 1.223, -6.780], [5.502, 5.800, -7.648], [7.156, 5.554, -8.264], [6.882, 6.554, -6.821]], "forces_ev_per_angstrom": [[-0.12, -0.26, -0.13], [-0.10, 0.54, 0.20], [-0.23, -0.19, -0.08], [-0.22, 0.51, 0.76], [0.12, -0.12, -0.93], [0.12, -0.24, 0.66], [0.12, 0.54, 0.51], [0.38, 0.03, -1.48], [-0.62, -0.28, 0.41], [-0.29, -0.08, 0.20], [0.45, -0.19, -0.21], [-0.29, 0.17, -0.24], [-0.04, 0.11, -0.03], [0.10, 0.07, 0.06], [0.06, 0.07, 0.17], [-0.07, -0.16, -0.13], [0.11, -0.20, -0.01], [0.22, 0.00, -0.05], [0.05, 0.09, -0.07], [0.10, -0.29, -0.49], [0.05, -0.15, -0.10], [-0.01, 0.07, 0.36], [-0.10, 0.07, 0.21], [-0.13, 0.04, -0.18], [0.21, 0.10, -0.13], [-0.01, -0.21, -0.06], [-0.07, -0.18, -0.02], [-0.05, 0.16, 0.28], [0.06, 0.10, 0.32], [0.35, 0.14, 0.25], [-0.38, -0.16, 0.12], [-0.10, -0.15, 0.12], [0.31, 0.01, -0.10], [0.00, 0.02, -0.06], [-0.09, 0.02, -0.03], [0.07, -0.03, 0.07], [-0.05, 0.01, 0.03], [0.06, -0.09, 0.11], [0.05, 0.03, -0.08], [0.00, 0.03, -0.04], [0.03, 0.08, 0.02], [-0.13, -0.01, -0.03], [-0.07, -0.03, 0.09], [0.08, -0.06, -0.05], [0.13, 0.06, 0.05], [-0.03, 0.03, -0.25], [0.00, -0.15, -0.17], [0.20, 0.22, 0.23], [-0.07, 0.04, -0.01], [-0.09, 0.07, -0.01], [0.08, -0.08, 0.03], [0.03, -0.13, 0.14], [-0.14, -0.12, -0.12], [-0.01, 0.08, 0.05], [-0.02, 0.02, 0.01], [-0.01, -0.01, 0.07], [-0.11, -0.02, -0.10], [-0.01, -0.12, -0.06], [0.07, 0.02, 0.03], [0.04, -0.02, 0.08], [-0.01, 0.09, -0.02], [-0.01, -0.08, 0.19], [0.22, 0.06, -0.26], [-0.06, 0.02, -0.06], [-0.05, -0.09, -0.05], [0.06, 0.05, 0.04], [-0.05, 0.02, 0.04], [-0.11, -0.01, 0.13], [-0.01, 0.00, -0.09], [-0.02, 0.00, -0.02], [0.00, 0.07, -0.02], [-0.12, -0.06, 0.05], [-0.01, 0.00, 0.12], [0.08, 0.01, -0.02], [0.05, 0.07, -0.01], [-0.01, -0.07, -0.07], [-0.26, 0.17, -0.35], [0.21, -0.16, 0.24], [0.07, 0.00, -0.04], [0.05, 0.00, -0.07], [-0.02, 0.07, 0.08], [-0.02, 0.01, -0.04], [-0.11, 0.10, -0.09], [0.09, -0.04, 0.02], [0.10, -0.02, 0.09], [0.05, 0.03, 0.07], [-0.05, 0.02, -0.15], [-0.12, 0.06, -0.02], [0.01, -0.03, 0.07], [0.03, 0.03, 0.07], [0.06, -0.07, -0.03], [0.11, 0.16, -0.10], [-0.07, -0.44, -0.04], [0.00, 0.00, 0.05], [-0.01, -0.01, 0.10], [-0.03, 0.00, -0.11], [0.03, 0.05, 0.01], [0.01, 0.16, -0.01], [-0.02, -0.08, 0.06], [-0.02, -0.01, 0.02], [-0.07, -0.02, -0.01], [0.02, 0.15, 0.09], [0.02, 0.12, -0.04], [-0.01, -0.06, -0.04], [-0.06, -0.03, -0.04], [0.04, -0.05, 0.07]], "total_charge": -1, "lumo_energy_ev": 1.60, "homo_energy_ev": -4.958}



# 2
{"formula": "C9H7N3Zr", "method": "wB97M-V/def2-TZVPD", "elements": ["N", "C", "C", "C", "C", "N", "C", "C", "C", "C", "C", "N", "H", "H", "H", "H", "H", "H", "H", "Zr"], "xyz": [[-3.408, 1.832, 0.293], [-2.531, 1.692, -0.476], [-1.518, 1.476, -1.453], [-0.870, 0.009, -1.322], [-1.847, -1.017, -1.088], [-2.652, -1.847, -0.967], [0.173, -0.148, -0.178], [0.594, -1.484, 0.065], [1.522, -1.724, 1.108], [1.900, -0.616, 1.892], [1.380, 0.673, 1.630], [0.556, 0.908, 0.559], [-2.001, 1.476, -2.448], [-0.779, 2.273, -1.451], [-0.375, -0.183, -2.282], [0.236, -2.305, -0.549], [1.884, -2.727, 1.320], [2.566, -0.741, 2.745], [1.604, 1.508, 2.304], [3.161, 1.087, 0.140]], "forces_ev_per_angstrom": [[-0.11, 0.02, 0.27], [0.06, 0.10, -0.02], [-0.27, 0.16, -0.22], [0.61, 0.31, -0.01], [0.20, 0.05, -0.25], [-0.31, -0.32, 0.26], [-1.13, 0.32, -0.23], [-0.02, -0.20, 0.44], [0.17, 0.66, -0.13], [0.85, -0.35, 0.17], [0.44, 0.42, -0.46], [1.63, -0.15, -0.67], [-0.02, -0.20, -0.03], [0.18, -0.01, 0.10], [-0.06, 0.03, -0.18], [0.01, -0.05, -0.18], [0.01, -0.11, 0.07], [-0.11, -0.19, 0.19], [-0.57, 0.03, 0.40], [-1.56, -0.48, 0.47]], "total_charge": 4, "lumo_energy_ev": -21.99, "relative_energy_ev": 0.342, "homo_energy_ev": -25.261}



# 3
{"formula": "C3H5BiO3", "method": "wB97M-V/def2-TZVPD", "elements": ["H", "O", "C", "C", "O", "O", "C", "H", "H", "H", "H", "Bi"], "xyz": [[-0.283, 2.989, 0.305], [0.364, -1.410, -1.062], [-0.572, -0.873, -0.204], [1.292, -2.143, -0.278], [-1.199, 0.199, -0.566], [0.136, -0.640, 1.049], [1.384, -1.336, 1.022], [2.243, -2.193, -0.818], [0.916, -3.161, -0.097], [2.203, -0.606, 1.004], [1.471, -1.971, 1.911], [-0.586, 1.393, 0.930]], "forces_ev_per_angstrom": [[0.72, 0.71, -1.42], [-1.55, 0.71, 0.44], [2.07, -1.46, -1.02], [0.37, -0.69, 0.29], [-0.20, -0.85, -1.30], [0.02, -1.78, -0.69], [1.23, -0.81, 0.03], [-0.32, 0.06, 0.09], [0.11, 0.32, -0.08], [-0.27, -0.16, 0.02], [-0.11, 0.25, -0.22], [-2.06, 3.71, 3.87]], "total_charge": 1, "lumo_energy_ev": [-6.51, -6.57], "relative_energy_ev": 2.065, "homo_energy_ev": [-12.690, -14.462], "spin_multiplicity": 2}



# 4
{"formula": "C21H23N5O5S2", "method": "wB97M-V/def2-TZVPD", "elements": ["C", "C", "H", "H", "O", "C", "O", "N", "C", "H", "C", "N", "C", "O", "C", "N", "S", "O", "O", "C", "C", "C", "C", "C", "N", "S", "N", "C", "H", "H", "H", "H", "C", "C", "C", "C", "C", "C", "H", "H", "H", "H", "H", "H", "C", "H", "C", "H", "H", "H", "H", "H", "H", "H", "H", "H"], "xyz": [[0.183, 5.505, 5.360], [1.515, 5.179, 4.699], [1.932, 6.056, 4.199], [2.223, 4.804, 5.446], [1.369, 4.206, 3.667], [1.328, 2.916, 4.078], [1.408, 2.572, 5.235], [1.228, 2.056, 3.039], [0.948, 2.437, 1.674], [1.113, 3.505, 1.549], [-0.499, 2.057, 1.332], [-0.674, 0.630, 1.554], [-0.636, -0.174, 0.474], [-0.728, 0.267, -0.660], [-0.567, -1.697, 0.663], [0.306, -2.153, -0.389], [1.668, -1.303, -0.751], [1.971, -0.428, 0.354], [2.666, -2.252, -1.149], [1.281, -0.307, -2.179], [1.783, 0.955, -2.303], [1.521, 1.742, -3.444], [0.757, 1.273, -4.476], [0.231, -0.027, -4.376], [-0.537, -0.668, -5.258], [-0.880, -2.122, -4.678], [-0.081, -2.032, -3.286], [0.500, -0.836, -3.212], [0.545, 1.865, -5.352], [1.936, 2.737, -3.492], [2.382, 1.349, -1.497], [0.318, -3.130, -0.614], [-1.967, -2.234, 0.503], [-2.722, -2.604, 1.608], [-4.016, -3.067, 1.443], [-4.565, -3.161, 0.176], [-3.816, -2.789, -0.929], [-2.523, -2.327, -0.767], [-1.925, -2.030, -1.614], [-4.242, -2.860, -1.919], [-5.575, -3.522, 0.050], [-4.595, -3.357, 2.307], [-2.298, -2.540, 2.600], [-0.156, -1.971, 1.643], [-0.412, 0.273, 2.932], [-0.595, -0.783, 3.113], [1.035, 0.645, 3.286], [1.246, 0.447, 4.337], [1.717, 0.083, 2.640], [-1.100, 0.852, 3.559], [-0.716, 2.266, 0.285], [-1.199, 2.601, 1.974], [1.617, 1.867, 1.021], [-0.200, 4.622, 5.865], [0.323, 6.296, 6.090], [-0.538, 5.831, 4.614]], "forces_ev_per_angstrom": [[0.27, -0.21, -0.25], [-0.03, 0.23, 0.50], [-0.01, -0.12, 0.06], [-0.05, 0.11, -0.16], [-0.08, -0.25, -0.23], [0.13, 0.09, -0.12], [-0.02, 0.06, 0.42], [0.13, 0.00, -0.14], [-0.27, 0.22, -0.26], [-0.01, -0.12, -0.06], [0.13, 0.30, -0.34], [-0.16, 0.18, 0.08], [-0.60, 0.29, 0.29], [-0.20, -0.04, -0.04], [0.12, 0.37, 0.31], [0.70, 0.50, -0.08], [0.37, -0.72, -0.04], [-0.21, 0.05, -0.26], [-0.27, -0.05, -0.23], [0.63, 0.13, 0.76], [0.01, -0.66, 0.48], [-0.28, 0.04, -0.65], [0.28, 0.54, 0.13], [-0.15, -0.94, 0.48], [-0.31, 0.15, -0.63], [0.66, 0.84, 0.42], [-0.04, -0.62, 0.20], [-0.64, -0.14, -1.13], [0.01, 0.10, -0.07], [0.03, 0.08, -0.02], [0.05, 0.11, 0.09], [0.17, -0.17, -0.21], [-0.06, -0.22, -0.03], [0.13, 0.02, -0.03], [-0.08, 0.00, 0.07], [-0.06, -0.02, 0.01], [-0.02, 0.00, -0.03], [0.04, 0.02, 0.01], [0.03, 0.02, -0.10], [-0.03, 0.00, -0.09], [-0.08, -0.04, -0.01], [-0.05, -0.03, 0.07], [0.07, 0.00, 0.10], [-0.19, 0.08, -0.17], [0.36, -0.20, 0.27], [-0.04, 0.04, 0.01], [-0.17, -0.23, 0.35], [-0.01, -0.04, -0.14], [-0.06, 0.00, 0.17], [0.05, -0.12, 0.00], [-0.03, 0.04, 0.16], [0.04, 0.02, -0.03], [-0.04, 0.16, -0.01], [-0.04, -0.02, 0.06], [-0.02, 0.11, 0.09], [-0.08, 0.07, -0.04]], "lumo_energy_ev": -0.88, "relative_energy_ev": 0.370, "homo_energy_ev": -8.830}



Across the entries above, max |F| takes the values 1.528, 1.774, 5.745, 1.310 eV/A, respectively.